Record 1
Density functional theory data (wB97M-V/def2-TZVPD) for C7H5N3O2 in the gas phase.

Calculated total energy   -584.35002 Eh
Orbital gap   9.28 eV
E_HOMO   -9.31 eV
ΔE to the lowest compared entry with this formula, charge and spin   104.5 kcal per mole
Maximum force   10.25 eV/Å

```
! RIJCOSX wB97M-V def2-TZVPD def2/J DEFGRID3
* xyz 0 1
O -0.6006 -3.1347 0.0558
C -0.5020 -1.8477 0.1931
N 0.1783 -1.0590 1.0305
C 0.4036 0.3115 0.8024
C 1.6843 0.8836 1.3729
C 2.2563 2.1324 0.7259
N 1.3927 2.7829 -0.1499
C 0.1597 2.1236 -0.4128
C -0.3474 0.9656 0.0320
N -0.9948 0.2995 -1.0875
C -1.2474 -0.9006 -0.8378
O -2.0894 -1.5189 -1.6055
H 0.7571 -1.4473 1.7503
H 2.1261 0.0427 2.2398
H 3.1751 2.4647 1.1368
H -0.4611 2.5263 -1.1706
H -2.5524 -2.5315 -1.3636
*
```

Record 2
Density functional theory data (wB97M-V/def2-TZVPD) for 9 unconnected molecules or ions with the total composition C3H22NO10S.

Calculated total energy   -1332.96991 Eh
Orbital gap   9.08 eV
E_HOMO   -6.59 eV
ΔE to the lowest compared entry with this formula, charge and spin   42.6 kcal per mole
Maximum force   1.85 eV/Å

```
! RIJCOSX wB97M-V def2-TZVPD def2/J DEFGRID3
* xyz -1 1
C -1.5481 1.3629 0.2683
C -1.7814 2.3352 1.4174
S -2.1832 3.9684 0.6569
N -1.3525 0.0090 0.8045
C -0.5660 -0.9803 0.2415
O -0.0031 -0.8029 -0.8962
O -0.4638 -2.0324 0.9086
H -2.4533 1.3127 -0.3277
H -0.6144 1.6903 -0.1847
H -2.6000 1.9896 2.0603
H -0.9524 2.3054 2.1392
H -1.6097 3.6956 -0.5428
H -1.5236 -0.0943 1.7831
H -0.2169 -2.4593 2.9583
H 0.0549 -1.0518 3.2337
O -0.3374 -1.8185 3.6962
H 0.9812 2.0527 -2.2246
H 1.0342 0.7616 -1.4219
O 1.6026 1.4494 -1.8117
H 0.5474 -3.5542 -0.3183
H 0.4416 -2.9129 -1.7139
O 0.2684 -3.7397 -1.2233
H 3.7795 2.5277 -0.6726
H 3.9755 1.1464 -1.1980
O 4.2748 1.7424 -0.4793
H 3.7954 0.7451 1.8473
H 2.6083 0.4440 2.8834
O 3.5642 0.5957 2.7774
H -0.8269 0.2557 -2.0787
H -1.9703 -0.0620 -3.1006
O -1.3540 0.6329 -2.8171
H 2.2333 -2.4909 -1.4314
H 3.2726 -1.4578 -1.9311
O 3.1830 -2.3732 -1.6587
H -2.3893 -2.7324 -0.5579
H -2.0859 -3.9547 -1.1155
O -2.7685 -3.2668 -1.2818
*
```

Record 3
Density functional theory data (wB97M-V/def2-TZVPD) for C3H7NO4S in the gas phase.

Calculated total energy   -872.15157 Eh
Orbital gap (alpha / beta)   6.33 / 6.41 eV
Expectation value of S²   2.012
E_HOMO (alpha / beta)   -5.75 / -10.40 eV
ΔE to the lowest compared entry with this formula, charge and spin   52.9 kcal per mole
Maximum force   6.14 eV/Å

```
! RIJCOSX wB97M-V def2-TZVPD def2/J DEFGRID3
* xyz 0 3
C -0.8800 1.2544 0.2102
C -1.9046 -1.9361 1.5110
C 0.5679 2.9243 -0.7723
N -1.6075 -1.5506 0.1780
O -0.7318 1.4235 1.3802
O -3.3810 0.2954 0.5139
O -2.3181 -0.1328 -1.7092
O -0.3519 1.8818 -0.7986
S -2.1911 -0.0243 -0.3129
H -2.8017 -1.5926 1.7155
H -2.0193 -2.9733 1.4439
H -1.1087 -1.6117 2.0988
H 1.5883 2.6583 -1.1129
H 0.6531 3.2426 0.2604
H 0.4121 3.7018 -1.4456
H -0.6125 -1.8308 -0.1321
*
```

Record 4
Density functional theory data (wB97M-V/def2-TZVPD) for a gas-phase ion, C5H12I2N (charge +1).

Calculated total energy   -847.56596 Eh
Orbital gap   9.06 eV
E_HOMO   -13.59 eV
ΔE to the lowest compared entry with this formula, charge and spin   20.3 kcal per mole
Maximum force   3.68 eV/Å

```
! RIJCOSX wB97M-V def2-TZVPD def2/J DEFGRID3
* xyz 1 1
C 0.6409 -0.2709 -2.6803
C -0.2708 0.1274 -1.5281
C 0.1321 -0.5702 -0.2701
I -0.9313 -2.4603 0.2735
C 0.1395 0.3831 0.9613
C -1.2138 0.9147 1.0771
N 0.4860 -0.3274 2.3037
I 1.6870 2.0172 0.7630
H 1.7099 0.0924 -2.3766
H 0.3501 0.1010 -3.6151
H 0.6698 -1.3951 -2.6761
H -1.2567 -0.2791 -1.7111
H -0.2853 1.2161 -1.2260
H 1.0946 -1.0798 -0.4645
H -1.3102 1.7734 1.7382
H -1.4614 1.3059 0.1757
H -1.7985 0.1004 1.4464
H 1.4902 -0.3347 2.3974
H 0.1419 -1.3886 2.2876
H -0.0140 0.0744 3.1239
*
```

Record 5
Density functional theory data (wB97M-V/def2-TZVPD) for a molecular structure, GdH3O.

Calculated total energy   -841.87970 Eh
Orbital gap (alpha / beta)   7.73 / 11.81 eV
Expectation value of S²   16.153
E_HOMO (alpha / beta)   -22.30 / -23.18 eV
ΔE to the lowest compared entry with this formula, charge and spin   29.2 kcal per mole
Maximum force   3.00 eV/Å

```
! RIJCOSX wB97M-V def2-TZVPD def2/J DEFGRID3
* xyz 2 8
Gd 0.5426 1.4351 -0.1898
O -1.0286 0.1234 0.3661
H -1.9563 0.1432 0.1326
H 0.8656 -0.8453 0.0581
H 1.5767 -0.8563 -0.3670
*
```

Record 6
Density functional theory data (wB97M-V/def2-TZVPD) for a molecular structure, C44H36Cl2N2O9STeV.

Calculated total energy   -5014.99594 Eh
Orbital gap (alpha / beta)   6.90 / 5.88 eV
Expectation value of S²   0.787
E_HOMO (alpha / beta)   -13.81 / -13.73 eV
ΔE to the lowest compared entry with this formula, charge and spin   56.7 kcal per mole
Maximum force   1.88 eV/Å

```
! RIJCOSX wB97M-V def2-TZVPD def2/J DEFGRID3
* xyz 2 2
V 1.4984 -0.1369 -0.7336
Cl 6.2301 -1.4502 -5.9404
C 5.2005 -1.3613 -4.5621
C 5.5277 -2.0829 -3.4273
C 4.7032 -2.0111 -2.3175
Cl 5.0974 -2.8742 -0.8762
C 3.5702 -1.2393 -2.3853
O 2.7267 -1.1346 -1.2703
C 3.2432 -0.4932 -3.4970
C 2.0863 0.4857 -3.4571
O 1.8737 1.0359 -2.2228
C 4.0723 -0.5532 -4.6023
H 6.4199 -2.6929 -3.4004
H 2.2832 1.2648 -4.1879
H 3.8555 0.0223 -5.4937
O 1.1417 -0.6296 1.0824
N 0.5440 -1.4273 0.2879
O -0.8455 2.7142 -2.5671
C -0.6886 3.8134 -1.7897
C -1.3802 4.9570 -2.1650
C -1.2050 6.1282 -1.4530
C -0.3209 6.2023 -0.3698
C 0.3788 5.0791 -0.0047
C 0.1723 3.8669 -0.6862
C 0.8825 2.6776 -0.2905
O 2.1457 2.8877 0.0808
O 0.3898 1.5316 -0.3240
H -0.2165 2.0267 -2.2982
H -2.0288 4.9120 -3.0299
H -1.7493 7.0134 -1.7571
H -0.1847 7.1314 0.1652
H 1.0712 5.1083 0.8270
O 3.8317 1.5915 6.9628
C 4.6913 1.9169 5.9785
O 5.7857 2.3138 6.2329
C 4.2263 1.7669 4.5430
C 2.8971 1.5575 4.1754
C 2.5452 1.4592 2.8424
C 3.5463 1.5990 1.8811
S 3.2066 1.5564 0.1759
C 4.8765 1.8122 2.2298
C 5.2096 1.8875 3.5728
H 3.0103 1.2237 6.6168
H 2.1106 1.4784 4.9167
H 1.5149 1.2854 2.5557
H 5.6360 1.9314 1.4673
H 6.2290 2.0633 3.8889
C -3.2696 -5.7442 4.1939
C -2.8319 -4.7497 3.1504
C -1.5523 -4.7840 2.6152
C -1.1240 -3.8930 1.6347
C 0.2608 -4.1126 1.0636
C -2.0302 -2.9090 1.2329
Te -1.6728 -1.4085 -0.2231
N 0.0499 -0.7150 -1.8754
C -0.0891 -0.5847 -3.1577
O 0.8498 -0.1353 -3.9707
C -1.3305 -0.9201 -3.8790
C -1.8339 -0.0054 -4.8023
C -3.0453 -0.2642 -5.4245
C -3.7386 -1.4327 -5.1372
C -3.2213 -2.3541 -4.2333
C -2.0210 -2.0936 -3.5958
C -1.9947 0.1777 1.1134
C -1.4418 0.0993 2.3893
C -1.5758 1.1767 3.2478
C -2.2545 2.3132 2.8191
C -2.8230 2.3567 1.5550
C -2.7107 1.2895 0.6649
C -3.4238 1.3739 -0.6602
C -3.3552 -2.8776 1.6914
C -4.4110 -1.8974 1.2204
C -3.7204 -3.8021 2.6589
H -2.4374 -6.3572 4.5350
H -4.0362 -6.4089 3.7919
H -3.7007 -5.2387 5.0590
H -0.8612 -5.5502 2.9500
H 0.5490 -5.1516 1.2113
H 1.0177 -3.4985 1.5535
H 0.3143 -3.9239 -0.0093
H -1.2868 0.9022 -5.0252
H -3.4431 0.4416 -6.1415
H -4.6799 -1.6355 -5.6311
H -3.7479 -3.2783 -4.0371
H -1.5895 -2.8338 -2.9323
H -0.9418 -0.8019 2.7246
H -1.1691 1.1231 4.2495
H -2.3595 3.1636 3.4808
H -3.3776 3.2352 1.2448
H -3.4572 2.4012 -1.0130
H -4.4561 1.0318 -0.5463
H -2.9713 0.7830 -1.4561
H -4.3435 -1.6302 0.1590
H -4.3827 -0.9693 1.7939
H -5.3998 -2.3351 1.3439
H -4.7407 -3.7873 3.0289
*
```